Entry 1
{"formula": "C6H15N2", "method": "the ωB97M-V functional and the def2-TZVPD basis", "elements": ["H", "N", "C", "C", "C", "C", "C", "C", "N", "H", "H", "H", "H", "H", "H", "H", "H", "H", "H", "H", "H", "H", "H"], "xyz": [[-0.643, -2.633, 0.096], [-0.987, -1.692, 0.211], [-0.598, -0.517, 0.177], [-1.606, 0.619, 0.188], [-3.095, 0.270, -0.211], [1.048, -0.031, 0.003], [1.386, 0.273, -1.430], [1.379, 1.107, 0.976], [1.852, -1.188, 0.491], [-1.226, 1.246, -0.637], [-1.549, 1.208, 1.068], [-3.389, 0.970, -1.014], [-3.379, -0.859, -0.484], [-3.575, 0.576, 0.748], [2.456, 0.387, -1.629], [0.853, 1.227, -1.863], [1.102, -0.534, -2.209], [0.354, 1.610, 1.287], [1.946, 1.822, 0.500], [1.948, 0.757, 1.931], [2.423, -0.819, 1.225], [2.128, -1.875, -0.258], [1.171, -1.924, 0.832]], "smiles": "[H]/N=C(/CC)C(C)(C)[NH3+]", "homo_ev": -13.3, "charge": 1, "orbital_gap_ev": 9.88}



Entry 2
{"formula": "C6H15N2", "method": "the ωB97M-V functional and the def2-TZVPD basis", "elements": ["C", "N", "C", "N", "H", "H", "H", "H", "H", "H", "H", "C", "C", "C", "C", "H", "H", "H", "H", "H", "H", "H", "H"], "xyz": [[-1.192, -0.772, 2.528], [-0.099, 2.308, 0.841], [-0.812, 1.282, 1.294], [-0.346, 0.299, 1.994], [-0.996, -1.685, 1.973], [-2.233, -0.495, 2.394], [-0.986, -0.919, 3.584], [0.915, 2.216, 0.847], [-0.439, 2.741, -0.008], [-1.873, 1.286, 1.081], [0.652, 0.247, 2.175], [-0.607, -0.226, -2.165], [0.596, -0.712, -1.406], [0.574, -1.783, -0.625], [1.848, 0.090, -1.609], [-0.819, 0.827, -1.959], [-1.497, -0.814, -1.957], [-0.425, -0.282, -3.241], [1.492, -2.050, -0.114], [-0.239, -2.493, -0.586], [2.720, -0.393, -1.182], [1.748, 1.094, -1.185], [2.018, 0.235, -2.675]], "homo_ev": -12.8, "charge": 1, "orbital_gap_ev": 9.21}



What should be chosen as the most stable of them? Choose entry 2.



Entry 1
{"formula": "C47H57As2Cl3F4NPTi", "method": "the ωB97M-V functional and the def2-TZVPD basis", "elements": ["Ti", "C", "C", "As", "C", "C", "C", "C", "C", "C", "C", "C", "C", "C", "C", "C", "As", "C", "C", "C", "C", "C", "C", "C", "C", "C", "C", "C", "C", "H", "H", "H", "H", "H", "H", "H", "H", "H", "H", "H", "H", "H", "H", "H", "H", "H", "H", "H", "H", "H", "H", "H", "H", "F", "F", "C", "F", "F", "C", "C", "C", "C", "C", "C", "P", "C", "C", "C", "C", "C", "C", "C", "C", "C", "C", "C", "C", "H", "H", "H", "H", "H", "H", "H", "H", "H", "H", "H", "H", "H", "H", "H", "H", "H", "H", "H", "H", "H", "H", "H", "H", "H", "H", "H", "H", "H", "H", "H", "H", "H", "Cl", "C", "Cl", "Cl", "C", "N"], "xyz": [[0.177, 0.344, -0.147], [3.022, 1.702, 2.026], [2.304, 0.847, 3.062], [0.406, 0.623, 2.630], [-0.397, 2.309, 3.114], [0.193, 3.217, 3.988], [-0.465, 4.394, 4.312], [-1.718, 4.660, 3.777], [-2.312, 3.755, 2.912], [-1.649, 2.585, 2.572], [-0.240, -0.569, 4.022], [-1.166, -0.124, 4.960], [-1.656, -0.994, 5.923], [-1.223, -2.310, 5.958], [-0.303, -2.759, 5.022], [0.184, -1.896, 4.051], [2.876, 1.083, 0.156], [4.411, -0.094, -0.052], [4.898, -0.839, 1.017], [5.940, -1.735, 0.834], [6.506, -1.901, -0.420], [6.029, -1.160, -1.490], [4.989, -0.263, -1.307], [3.522, 2.698, -0.715], [4.886, 2.977, -0.772], [5.339, 4.140, -1.374], [4.433, 5.039, -1.921], [3.074, 4.777, -1.847], [2.617, 3.613, -1.243], [4.085, 1.796, 2.256], [2.599, 2.708, 1.993], [2.416, 1.264, 4.064], [2.693, -0.170, 3.099], [1.165, 3.017, 4.422], [-0.001, 5.102, 4.987], [-2.233, 5.576, 4.041], [-3.292, 3.940, 2.490], [-2.134, 1.898, 1.889], [-1.512, 0.902, 4.938], [-2.381, -0.640, 6.645], [-1.608, -2.987, 6.710], [0.031, -3.788, 5.038], [0.879, -2.267, 3.310], [4.465, -0.736, 2.002], [6.307, -2.308, 1.676], [7.317, -2.604, -0.563], [6.468, -1.278, -2.474], [4.639, 0.319, -2.151], [5.603, 2.281, -0.355], [6.401, 4.347, -1.414], [4.786, 5.945, -2.395], [2.359, 5.480, -2.256], [1.554, 3.430, -1.159], [0.130, 2.182, -0.057], [1.993, -1.778, 1.354], [1.139, -1.708, 0.266], [1.913, -2.197, -0.764], [0.228, -2.700, 0.503], [2.964, 1.344, -5.637], [3.409, 0.761, -4.302], [2.291, -0.090, -3.681], [0.894, 0.465, -4.026], [0.972, 1.982, -4.186], [1.809, 2.334, -5.424], [-0.336, -0.104, -2.776], [-0.391, -1.953, -3.031], [-1.620, -2.593, -2.331], [-2.339, -3.614, -3.210], [-2.693, -2.987, -4.554], [-1.436, -2.544, -5.326], [-0.192, -2.527, -4.443], [-1.969, 0.675, -3.183], [-2.148, 2.014, -2.446], [-3.602, 2.498, -2.528], [-4.259, 2.141, -3.868], [-3.202, 2.032, -4.958], [-2.311, 0.816, -4.685], [2.649, 0.528, -6.294], [3.795, 1.838, -6.143], [3.668, 1.585, -3.626], [4.311, 0.157, -4.418], [2.414, -0.127, -2.593], [2.372, -1.125, -4.020], [0.579, 0.047, -4.989], [1.425, 2.403, -3.287], [-0.016, 2.432, -4.275], [2.200, 3.349, -5.312], [1.165, 2.346, -6.307], [0.496, -2.255, -2.469], [-2.358, -1.831, -2.068], [-1.309, -3.046, -1.389], [-3.245, -3.943, -2.697], [-1.726, -4.508, -3.354], [-3.341, -2.125, -4.361], [-3.285, -3.679, -5.156], [-1.593, -1.564, -5.777], [-1.248, -3.224, -6.161], [0.634, -2.041, -4.962], [0.139, -3.559, -4.296], [-2.698, -0.006, -2.729], [-1.471, 2.762, -2.864], [-1.870, 1.920, -1.397], [-3.611, 3.581, -2.387], [-4.174, 2.079, -1.699], [-5.023, 2.877, -4.122], [-4.777, 1.178, -3.790], [-2.603, 2.948, -4.982], [-3.652, 1.931, -5.948], [-1.410, 0.872, -5.302], [-2.848, -0.079, -5.004], [-4.645, -1.696, 1.925], [-4.167, -0.944, 0.466], [-5.068, -1.285, -0.957], [-4.615, 1.505, 0.929], [-2.839, -0.621, 0.297], [-1.741, -0.295, 0.115]], "s2": 2.009, "homo_ev": [-7.4, -8.5], "multiplicity": 3, "orbital_gap_ev": [7.55, 7.50]}



Entry 2
{"formula": "C47H57As2Cl3F4NPTi", "method": "the ωB97M-V functional and the def2-TZVPD basis", "elements": ["Ti", "C", "C", "As", "C", "C", "C", "C", "C", "C", "C", "C", "C", "C", "C", "C", "As", "C", "C", "C", "C", "C", "C", "C", "C", "C", "C", "C", "C", "H", "H", "H", "H", "H", "H", "H", "H", "H", "H", "H", "H", "H", "H", "H", "H", "H", "H", "H", "H", "H", "H", "H", "H", "F", "F", "C", "F", "F", "C", "C", "C", "C", "C", "C", "P", "C", "C", "C", "C", "C", "C", "C", "C", "C", "C", "C", "C", "H", "H", "H", "H", "H", "H", "H", "H", "H", "H", "H", "H", "H", "H", "H", "H", "H", "H", "H", "H", "H", "H", "H", "H", "H", "H", "H", "H", "H", "H", "H", "H", "H", "Cl", "C", "Cl", "Cl", "C", "N"], "xyz": [[-0.190, 0.206, 0.117], [3.099, 0.961, 1.740], [2.290, 0.148, 2.764], [0.430, 0.766, 2.814], [0.624, 2.472, 3.675], [1.747, 2.776, 4.434], [1.844, 4.009, 5.071], [0.820, 4.943, 4.948], [-0.307, 4.637, 4.193], [-0.405, 3.403, 3.561], [-0.229, -0.285, 4.294], [-0.971, 0.324, 5.301], [-1.498, -0.442, 6.334], [-1.289, -1.818, 6.361], [-0.544, -2.425, 5.357], [-0.019, -1.662, 4.319], [2.563, 0.415, -0.074], [4.062, -0.755, -0.408], [4.160, -1.913, 0.362], [5.301, -2.700, 0.288], [6.343, -2.334, -0.558], [6.230, -1.193, -1.343], [5.088, -0.398, -1.273], [3.025, 1.934, -1.157], [3.853, 2.951, -0.694], [4.172, 4.019, -1.523], [3.665, 4.071, -2.820], [2.839, 3.053, -3.284], [2.518, 1.984, -2.451], [4.158, 0.765, 1.851], [2.927, 2.026, 1.846], [2.712, 0.189, 3.759], [2.256, -0.907, 2.494], [2.558, 2.069, 4.537], [2.719, 4.234, 5.669], [0.900, 5.906, 5.440], [-1.107, 5.359, 4.088], [-1.279, 3.175, 2.971], [-1.138, 1.392, 5.291], [-2.067, 0.039, 7.123], [-1.700, -2.413, 7.168], [-0.355, -3.494, 5.374], [0.574, -2.157, 3.564], [3.364, -2.223, 1.029], [5.364, -3.598, 0.894], [7.243, -2.939, -0.604], [7.034, -0.911, -2.014], [5.014, 0.486, -1.889], [4.249, 2.923, 0.313], [4.817, 4.810, -1.158], [3.910, 4.908, -3.464], [2.438, 3.092, -4.289], [1.860, 1.204, -2.807], [-0.178, 0.071, -1.673], [-1.320, 2.863, 0.787], [-0.203, 2.362, 0.095], [0.830, 3.078, 0.658], [-0.341, 2.923, -1.142], [-5.190, 2.273, -2.968], [-3.906, 1.647, -3.506], [-3.474, 0.459, -2.624], [-3.850, 0.692, -1.134], [-3.776, 2.202, -0.848], [-4.934, 2.901, -1.579], [-2.797, -0.306, -0.029], [-2.940, -2.060, -0.637], [-4.385, -2.546, -0.913], [-4.414, -3.780, -1.838], [-3.212, -4.684, -1.577], [-1.915, -3.953, -1.970], [-2.043, -2.423, -1.842], [-3.691, -0.401, 1.585], [-5.245, -0.481, 1.523], [-5.903, 0.836, 1.940], [-5.569, 1.199, 3.400], [-4.150, 0.733, 3.785], [-3.251, 0.721, 2.553], [-5.957, 1.495, -2.892], [-5.574, 3.023, -3.660], [-3.116, 2.404, -3.523], [-4.040, 1.309, -4.533], [-2.398, 0.313, -2.717], [-3.962, -0.450, -2.982], [-4.879, 0.376, -0.965], [-2.819, 2.581, -1.204], [-3.816, 2.426, 0.216], [-4.701, 3.963, -1.683], [-5.843, 2.832, -0.973], [-2.552, -2.620, 0.222], [-4.980, -1.752, -1.368], [-4.863, -2.804, 0.034], [-4.402, -3.462, -2.888], [-5.350, -4.321, -1.685], [-3.305, -5.621, -2.129], [-3.187, -4.950, -0.512], [-1.640, -4.201, -3.000], [-1.097, -4.302, -1.338], [-2.480, -2.011, -2.752], [-1.057, -1.987, -1.753], [-3.313, -1.335, 2.010], [-5.584, -1.274, 2.198], [-5.594, -0.762, 0.534], [-6.984, 0.757, 1.814], [-5.570, 1.634, 1.267], [-6.302, 0.743, 4.070], [-5.651, 2.282, 3.531], [-4.179, -0.279, 4.207], [-3.731, 1.380, 4.560], [-2.225, 0.552, 2.843], [-3.289, 1.700, 2.065], [-0.137, -5.224, 1.755], [0.848, -4.096, 0.931], [2.722, -3.740, 2.541], [1.688, -4.622, -0.460], [0.381, -2.767, 0.902], [0.067, -1.657, 0.920]], "s2": 2.008, "homo_ev": [-7.5, -8.8], "multiplicity": 3, "orbital_gap_ev": [7.33, 7.57]}



What should be chosen as the most stable of them? Choose entry 1.